# 1
Here is 3 unconnected molecules or ions with the total composition C16H17BrN3O6 at a distorted geometry from the Open Molecules 2025 dataset. Energies are from ωB97M-V with the def2-TZVPD basis set.

Summary:
* ΔE to the lowest compared entry with this formula, charge and spin: 0.0 kJ/mol
* HOMO level: -1.027 eV
* orbital gap: 3.8 eV
* DFT total energy: -103660.77960 eV

```
! wB97M-V def2-TZVPD RIJCOSX def2/J DEFGRID3
* xyz -1 1
C -0.264 -1.615 4.460
C -1.077 -0.527 3.803
O -0.617 -0.283 2.428
C -1.461 0.578 1.812
O -2.308 1.240 2.392
N -1.261 0.601 0.427
C -2.129 1.304 -0.453
C -3.290 2.023 -0.194
C -4.094 2.372 -1.299
C -3.667 2.146 -2.624
C -2.429 1.550 -2.864
Br -1.675 1.416 -4.588
C -1.779 0.945 -1.780
C -0.847 -0.166 -1.633
N -0.473 -1.116 -2.584
O -1.171 -1.468 -3.528
O 0.671 -1.729 -2.347
C -0.387 -0.239 -0.329
H -0.650 -1.719 5.484
H -0.410 -2.583 3.964
H 0.812 -1.402 4.531
H -2.130 -0.840 3.753
H -1.016 0.412 4.366
H -3.589 2.273 0.823
H -5.084 2.808 -1.151
H -4.314 2.373 -3.471
H -0.085 -1.160 0.170
O 2.685 -4.019 -1.029
C 1.730 -3.751 -0.396
C 2.256 -0.241 0.305
C 3.665 0.150 0.412
C 3.987 0.730 -0.991
C 2.652 0.797 -1.728
N 1.670 0.004 -0.864
O 0.782 -3.484 0.253
H 1.717 -0.681 1.142
H 3.810 0.904 1.191
H 4.304 -0.711 0.646
H 4.455 1.714 -0.947
H 4.680 0.056 -1.502
H 2.292 1.839 -1.778
H 2.728 0.387 -2.748
H 1.310 -0.890 -1.535
*
```



# 2
Here is a molecular structure, C27H23ClIO16P at a distorted geometry from the Open Molecules 2025 dataset. Energies are from ωB97M-V with the def2-TZVPD basis set.

Summary:
* HOMO level: -8.663 eV
* orbital gap: 6.8 eV
* DFT total energy: -91037.84243 eV

```
! wB97M-V def2-TZVPD RIJCOSX def2/J DEFGRID3
* xyz 0 1
C -8.570 -0.870 -3.085
C -7.193 -1.374 -3.789
C -5.907 -0.382 -3.698
I -4.129 -1.691 -3.373
P -5.895 0.868 -2.264
Cl -5.406 2.734 -3.246
H -8.652 0.269 -2.847
H -9.453 -1.123 -3.844
H -8.747 -1.572 -2.137
H -7.430 -1.529 -4.949
H -6.930 -2.439 -3.377
H -5.717 0.116 -4.768
H -4.793 0.641 -1.355
C -5.231 2.343 3.392
C -5.156 2.148 2.074
C -4.008 1.422 1.464
O -3.976 1.242 0.251
C -2.939 0.948 2.356
C -3.012 1.146 3.674
C -4.173 1.847 4.287
O -4.222 1.998 5.503
O -2.010 0.705 4.518
O -6.144 2.614 1.227
H -6.060 2.867 3.850
H -2.102 0.437 1.898
H -2.296 0.966 5.421
H -5.862 2.347 0.325
C 3.390 0.305 2.912
C 3.259 0.030 1.613
C 1.922 -0.217 1.006
O 1.831 -0.449 -0.195
C 0.746 -0.175 1.889
C 0.877 0.097 3.188
C 2.211 0.371 3.790
O 2.299 0.636 4.984
O -0.224 0.135 4.024
O 4.363 -0.036 0.783
H 4.356 0.489 3.366
H -0.218 -0.374 1.438
H 0.131 0.353 4.913
H 4.007 -0.248 -0.108
C 5.197 3.776 -3.379
C 5.347 2.542 -2.894
C 4.312 1.923 -2.020
O 4.468 0.780 -1.605
C 3.126 2.725 -1.682
C 2.978 3.961 -2.164
C 3.999 4.569 -3.060
O 3.827 5.700 -3.502
O 1.867 4.722 -1.848
O 6.471 1.792 -3.187
H 5.940 4.237 -4.016
H 2.390 2.270 -1.032
H 1.992 5.574 -2.319
H 6.342 0.937 -2.720
C 5.236 -3.982 -0.540
C 5.386 -5.216 -0.055
C 4.351 -5.835 0.819
O 4.508 -6.978 1.234
C 3.165 -5.033 1.157
C 3.017 -3.797 0.675
C 4.039 -3.189 -0.221
O 3.866 -2.058 -0.664
O 1.906 -3.036 0.990
O 6.510 -5.966 -0.348
H 5.980 -3.521 -1.178
H 2.429 -5.488 1.807
H 2.032 -2.184 0.519
H 6.382 -6.821 0.118
*
```